Entry 1:
Formula: C49H63CuFGeN2OSb
Source: the Open Molecules 2025 dataset
Level of theory: ωB97M-V with the def2-TZVPD basis set

```
119
Properties=species:S:1:pos:R:3:forces:R:3:lowdin_charge:R:1
C -3.78700 -0.55139 -1.64230 0.0 0.0 0.0 -0.15
F -1.79093 1.49413 2.75106 0.0 0.0 0.0 0.02
C 4.18097 1.72661 -1.56467 0.0 0.0 0.0 -0.12
H -3.10541 -3.79068 -3.11357 0.0 0.0 0.0 0.06
C -2.15394 0.96957 6.31541 0.0 0.0 0.0 -0.12
C 4.78513 3.91994 -0.82744 0.0 0.0 0.0 -0.10
H 1.75955 -2.11691 4.77592 0.0 0.0 0.0 0.08
C -1.25445 -0.44756 4.00970 0.1 0.0 0.1 -0.28
H 2.82122 3.73470 -3.50022 0.0 0.0 0.0 0.10
C 3.79851 2.95795 -1.03360 0.0 -0.1 0.1 -0.32
H -0.86794 -2.03153 5.39366 0.0 0.0 0.0 0.11
H 1.02404 -5.28952 2.56206 0.0 0.0 0.0 0.11
H -1.65859 1.16344 -3.72570 0.0 0.0 0.0 0.06
H -0.92041 3.91871 -1.42639 0.0 0.0 0.0 0.10
C -1.74026 0.87199 3.96305 0.0 0.0 0.0 -0.23
H 1.86480 8.07180 2.80321 0.0 0.0 0.0 0.09
C 0.54689 -1.47075 -4.54465 0.0 0.0 0.0 -0.11
C -0.27805 4.34515 -4.71924 0.0 0.0 0.0 -0.11
O 3.95718 1.76081 2.01906 0.1 0.1 0.1 -0.08
C -2.14146 -3.12385 2.99252 -0.1 0.0 0.0 -0.13
C -3.68197 -1.46198 1.87210 0.0 0.0 -0.1 -0.07
H -3.26529 -1.60038 3.96179 0.0 0.0 -0.1 0.12
H 0.68430 8.10399 0.62847 0.0 0.0 0.0 0.09
H -4.35837 -0.63318 2.09431 0.0 0.0 0.0 0.09
H -1.71318 -3.61959 0.29357 0.0 0.0 0.0 0.05
H 3.16774 -1.97705 1.31316 0.0 0.0 0.0 0.09
C 5.50233 1.46816 -1.89912 0.0 0.0 0.0 -0.09
C -0.02917 -4.37899 -1.72370 0.0 0.0 0.0 -0.13
C -2.22443 -4.50803 2.94627 0.0 0.0 0.0 -0.06
H -3.51989 -0.06186 -0.70469 0.0 0.0 0.0 0.07
H 7.50526 2.24126 -1.95125 0.0 0.0 0.0 0.09
C -2.65890 -0.46637 -2.66841 0.1 -0.1 0.0 -0.71
H 1.20628 0.72935 -1.95446 0.0 0.0 0.0 0.04
C -2.05591 -4.07989 -3.11986 0.0 0.0 0.0 -0.12
H 2.31712 -3.68139 2.97271 0.0 0.0 0.0 0.12
H 1.49446 -1.65235 0.86518 0.0 0.0 0.0 0.01
H -2.35703 -1.16948 -4.72755 0.0 0.0 0.0 0.06
H -1.84400 1.45517 -1.99225 0.0 0.0 0.0 0.07
H 3.44142 0.94693 -1.70269 0.0 0.0 0.0 0.07
C -2.17482 1.57245 5.06160 0.0 0.0 0.0 -0.03
C 6.47116 2.44149 -1.69887 0.0 0.0 0.0 -0.10
C 1.73857 1.23146 1.27751 -0.1 -0.3 0.3 -0.14
H 2.89379 -1.43066 -3.05261 0.0 0.0 0.0 0.08
H 2.14746 -3.27110 0.65586 0.0 0.0 0.0 0.07
C -2.19618 -3.92428 -0.63600 0.0 0.0 0.0 -0.14
C 1.74774 3.88755 -3.50173 0.0 0.0 0.0 -0.11
C 0.77165 -1.07673 -3.09213 0.0 0.0 0.1 -0.71
Ge 1.91302 3.31384 -0.59647 0.1 0.3 -0.2 1.09
H -3.23979 1.56527 -3.07061 0.0 0.0 0.0 0.08
H -0.78641 4.54728 -5.65399 0.0 0.0 0.0 0.09
H 0.58412 -4.01634 -0.89676 0.0 0.0 0.0 0.06
H 2.13731 -1.61088 -1.46893 0.0 0.0 0.0 0.06
C -2.31537 1.00811 -2.87075 0.0 0.0 0.0 -0.15
C -0.34393 3.99509 -2.34266 0.0 0.0 0.0 -0.15
H 3.16187 -1.62500 3.81400 0.0 0.0 0.0 0.08
C 1.03929 3.80545 -2.30366 -0.1 -0.1 0.1 -0.33
H 0.30620 1.04858 -3.43079 0.0 0.0 0.0 0.05
H -2.49667 1.50950 7.18740 0.0 0.0 0.0 0.09
C 1.87407 7.19574 2.16630 0.0 0.0 0.0 -0.11
C 1.21180 7.21280 0.94763 0.0 0.0 0.0 -0.10
H 3.08720 4.03683 2.07889 0.0 0.0 0.0 0.08
C 2.15906 -2.39574 1.30980 0.0 0.0 0.0 -0.07
C 0.13066 -4.68250 2.66728 0.0 0.0 0.0 -0.06
C 2.07923 -1.76598 3.79249 0.0 0.0 0.0 -0.06
H -4.67902 -0.05105 -2.04034 0.0 0.0 0.0 0.08
C -0.87152 -2.48846 2.87682 0.0 -0.1 0.0 -0.20
H -2.53382 2.58386 4.92089 0.0 0.0 0.0 0.11
H -5.49904 -2.41200 3.61489 0.0 0.0 0.0 0.08
H 3.06753 6.02829 3.51620 0.0 0.0 0.0 0.10
N -0.81496 -1.08501 2.87532 0.1 0.2 0.0 -0.03
C -1.23644 -1.01730 5.29805 0.0 0.0 0.0 -0.04
C 2.55451 4.92382 1.75414 0.0 0.0 0.0 -0.11
H -4.54215 -3.67359 4.39583 0.0 0.0 0.0 0.08
H -2.02534 -5.17631 -3.16412 0.0 0.0 0.0 0.08
H 0.70872 6.11920 -0.82087 0.0 0.0 0.0 0.09
H -1.60380 -3.69966 -4.03694 0.0 0.0 0.0 0.06
H -3.65656 -1.99008 -3.86790 0.0 0.0 0.0 0.05
H 1.96300 -2.87875 -2.68500 0.0 0.0 0.0 0.05
C -0.99917 4.26818 -3.53479 0.0 0.0 0.0 -0.11
H 5.77757 0.50243 -2.30587 0.0 0.0 0.0 0.10
H -4.15625 -2.08616 1.11110 0.0 0.0 -0.1 0.06
C -3.15265 -1.03525 -3.99579 0.0 0.0 0.0 -0.12
C 2.54720 6.04879 2.56631 0.0 0.0 0.0 -0.09
H -3.16987 -3.43421 -0.68179 0.0 0.0 0.0 0.05
H 6.86201 4.42759 -0.98855 0.0 0.0 0.0 0.10
H -4.93497 -3.78663 2.67192 0.0 0.0 0.0 0.07
H -2.76146 -1.04895 1.46235 0.0 0.0 0.0 0.05
H 1.66356 4.21472 -5.62066 0.0 0.0 0.0 0.10
C 1.09659 4.15640 -4.69906 0.0 0.0 0.0 -0.10
C -1.10001 -5.29818 2.76199 0.0 0.0 0.0 -0.10
C 1.89686 4.93004 0.52041 0.0 -0.1 0.1 -0.31
Cu 0.26408 0.10100 1.77492 0.0 0.0 -0.2 0.31
H 0.56029 -4.34332 -2.63967 0.0 0.0 0.0 0.06
H -2.07339 4.40856 -3.54304 0.0 0.0 0.0 0.10
H -3.88406 -0.34029 -4.42869 0.0 0.0 0.0 0.08
H -0.25839 -5.43312 -1.52369 0.0 0.0 0.0 0.08
C 6.10955 3.66708 -1.15983 0.0 0.0 0.0 -0.09
H -0.26220 -0.89828 -4.99915 0.0 0.0 0.0 0.06
C -1.68148 -0.33119 6.41659 0.0 0.0 0.0 -0.11
H -4.06261 -1.58245 -1.41562 0.0 0.0 0.0 0.06
C 1.07586 0.41674 -2.99479 0.0 0.0 0.0 -0.16
H -3.18871 -4.98969 3.02783 0.0 0.0 0.0 0.09
H 4.51971 4.87980 -0.39984 0.0 0.0 0.0 0.10
C 1.99967 -1.80261 -2.53639 0.0 0.0 0.0 -0.13
H 0.32398 -2.53407 -4.65495 0.0 0.0 0.0 0.06
C -3.41111 -2.29287 3.13096 0.0 0.0 0.0 -0.35
C 0.27883 -3.29662 2.74661 0.0 0.0 0.0 -0.13
H 1.45497 -1.26222 -5.12550 0.0 0.0 0.0 0.08
H -1.18558 -6.37656 2.71196 0.0 0.0 0.0 0.09
H 1.62433 -0.79253 3.62751 0.0 0.0 0.0 0.04
C 1.71990 -2.79795 2.72155 0.0 0.0 0.0 -0.36
N 2.81829 1.46175 1.68277 0.0 0.0 -0.2 -0.29
H 2.00991 0.63620 -3.52614 0.0 0.0 0.0 0.09
H -2.37216 -5.00572 -0.57552 0.0 0.0 0.0 0.09
C -4.66178 -3.09888 3.47585 0.0 0.0 0.0 -0.09
Sb -0.90600 -1.43345 -1.68918 0.0 0.0 0.1 1.61
C -1.33899 -3.60843 -1.85969 0.0 0.1 0.0 -0.71
H -1.64816 -0.81956 7.38329 0.0 0.0 0.0 0.09
C 1.22309 6.08778 0.13302 0.0 0.0 0.0 -0.11
```
Forces are in eV/Å.

Results
- Multiplicity: 2
- Orbital gap (alpha / beta): 0.23895 / 0.23257 hartree
- Highest occupied orbital energy (alpha / beta): -4.063 / -4.354 eV
- Molecular weight: 972.97 g mol⁻¹
- Charge: -1

=====

Entry 2:
Formula: C28H38N6O
Source: the Open Molecules 2025 dataset
Level of theory: ωB97M-V with the def2-TZVPD basis set

```
73
Properties=species:S:1:pos:R:3:forces:R:3:lowdin_charge:R:1
H 7.38335 23.37607 22.09224 0.2 0.0 0.0 0.09
N 4.51646 21.36614 16.40109 -0.3 0.1 0.0 0.00
C 6.28159 29.97190 17.47846 0.1 0.1 0.1 -0.15
H 4.58908 23.03934 27.50781 0.2 0.1 0.0 0.09
H 10.30442 17.18693 21.54663 0.0 -0.1 0.0 0.10
O 9.12463 22.10639 20.10093 0.1 0.1 -0.1 -0.15
H 2.95825 22.87275 13.98258 0.1 0.0 0.0 0.09
H 13.11637 25.73038 16.12912 0.0 0.2 0.0 0.14
H 11.57955 28.74442 18.60412 0.0 0.0 0.0 0.09
C 11.64836 25.61020 17.61436 -0.1 -0.3 0.5 -0.15
H 10.13891 19.78403 20.92509 0.1 0.1 -0.1 0.07
C 9.63526 25.63962 23.13366 0.1 -0.8 -0.3 -0.13
H 6.05386 22.55869 21.26249 0.1 -0.3 0.2 0.10
C 7.10930 22.82447 21.19480 -0.1 -0.1 -0.9 -0.15
N 9.13794 25.30788 24.36144 0.1 0.4 0.3 0.01
C 4.52595 23.39553 15.50755 0.1 -0.3 -0.4 -0.11
C 8.84042 23.42870 19.65162 -0.6 0.2 0.0 -0.21
H 5.10126 21.46608 25.31191 0.0 0.0 0.1 0.09
H 5.87744 22.78661 17.17810 -0.1 0.2 0.0 0.09
C 12.63281 27.55299 17.12298 0.2 -0.3 -0.4 -0.14
N 12.57231 26.21526 16.81948 -0.1 0.0 -0.1 0.00
H 12.36418 20.37962 19.48617 0.0 0.0 -0.1 0.09
H 3.00632 20.46014 15.21787 0.0 0.0 -0.2 0.10
H 10.46055 26.35718 19.28353 -0.2 0.0 -0.1 0.07
C 6.56955 28.04909 18.58948 -0.3 0.1 -0.3 -0.14
C 7.62210 29.85833 17.75401 -0.6 0.3 0.0 -0.11
C 12.82068 18.26321 19.77802 -0.1 0.0 0.5 -0.14
C 4.91667 22.52727 25.34733 0.1 0.0 0.1 -0.11
C 5.06979 22.61372 16.48796 0.4 -0.2 0.1 -0.14
H 6.26977 27.06951 18.92006 0.1 0.0 0.2 0.09
H 4.84400 22.99938 23.21158 0.2 0.3 -0.1 0.09
C 7.79576 25.56450 24.40624 0.0 -0.1 -0.1 -0.13
H 5.72096 30.75484 16.99656 0.0 0.0 0.0 0.10
H 4.27042 25.52177 26.55784 -0.1 0.1 -0.2 0.11
C 8.58464 25.99611 22.33190 0.1 0.2 0.2 -0.12
C 4.84495 23.32224 24.23762 -0.4 -0.4 -0.1 -0.15
N 5.65045 28.87377 17.98409 0.1 -0.2 0.1 0.00
H 8.43932 21.27790 21.86089 0.0 -0.5 -0.2 0.11
H 7.21280 25.45514 25.30457 0.0 -0.2 0.0 0.10
C 4.46112 24.61550 26.00718 0.1 0.2 0.3 -0.16
H 4.86052 24.37436 15.20860 -0.1 0.1 0.2 0.09
H 8.97555 23.60114 18.57916 0.6 -0.5 0.0 0.12
H 10.67349 25.45696 22.90901 0.0 0.1 -0.1 0.11
H 9.70268 24.98562 25.12676 -0.1 0.1 0.0 0.15
H 13.28619 28.19646 16.55951 0.0 0.1 0.1 0.10
H 7.00988 24.63084 19.83086 0.2 0.0 0.5 0.10
H 6.43245 26.26205 22.85217 0.0 0.0 0.0 0.08
C 8.03324 21.62404 20.91100 0.1 0.8 0.2 -0.19
C 12.07559 19.41159 19.86019 0.6 0.3 0.3 -0.11
C 10.98322 17.78523 20.96461 0.1 0.5 0.5 -0.14
H 11.48132 24.54575 17.59909 0.0 0.0 -0.2 0.10
H 6.80591 23.10394 19.09392 0.1 -0.2 0.0 0.09
H 13.82781 18.08219 19.44422 -0.1 0.0 -0.3 0.10
H 7.54521 20.85903 20.30680 -0.2 -0.3 0.4 0.12
N 12.14468 17.28730 20.46872 0.6 -0.2 -0.5 -0.01
C 3.60053 21.34286 15.37954 0.0 -0.2 0.5 -0.14
C 7.42762 25.97916 23.15665 -0.3 0.1 -0.3 -0.13
C 10.95414 19.12977 20.66724 -0.9 -0.6 -0.3 -0.10
C 3.59052 22.57983 14.80450 -0.2 0.2 -0.1 -0.12
C 7.79396 28.64998 18.47893 0.4 -0.3 -0.4 -0.11
C 11.11804 26.55309 18.45270 0.3 0.1 0.1 -0.12
H 8.34903 30.59918 17.46727 0.2 -0.1 0.1 0.09
C 11.74584 27.79000 18.13181 -0.1 0.1 0.2 -0.12
H 8.74398 28.20896 18.73405 -0.1 0.0 0.2 0.07
H 12.51104 16.36055 20.57823 -0.2 -0.1 0.1 0.14
C 4.68422 23.35528 26.48295 -0.1 -0.3 -0.2 -0.11
C 7.35372 23.59471 19.90391 -0.3 0.7 -0.1 -0.18
H 8.63288 26.20461 21.27643 0.0 0.2 0.0 0.08
H 4.68027 20.61214 17.04365 0.0 0.0 -0.1 0.14
N 4.56279 24.59390 24.64301 -0.1 0.2 0.1 0.01
H 4.34898 25.38130 24.05797 0.2 -0.1 -0.1 0.14
H 9.46925 24.13234 20.20352 -0.1 0.1 0.0 0.10
H 4.66198 28.70762 17.93598 0.0 0.0 0.0 0.14
```
Forces are in eV/Å.

Results
- Multiplicity: 1
- Orbital gap: 0.32052 hartree
- Structure (SMILES): c1cc[nH]c1.c1cc[nH]c1.c1cc[nH]c1.c1cc[nH]c1.c1cc[nH]c1.c1cc[nH]c1.C1CCOC1
- Highest occupied orbital energy: -8.092 eV
- Molecular weight: 474.65 g mol⁻¹

=====

Entry 3:
Formula: C4H13NO2
Source: the Open Molecules 2025 dataset
Level of theory: ωB97M-V with the def2-TZVPD basis set

```
20
Properties=species:S:1:pos:R:3:forces:R:3:lowdin_charge:R:1
H 0.14929 -1.72242 -1.18345 1.1 0.7 -0.1 0.12
C 0.03214 -1.57098 -0.11037 -2.5 -0.3 -0.2 -0.19
H -0.51509 1.28889 -1.03053 -0.2 -0.2 0.0 0.06
N 0.94561 -2.06375 2.08585 -0.8 -0.1 1.2 -0.01
H 1.35174 4.51155 -0.38779 0.7 0.5 0.7 0.02
H -0.57351 -2.48382 0.02719 0.3 0.0 0.9 0.12
H -1.76482 0.13460 -1.90015 0.3 -0.4 -0.1 0.08
H 0.26381 3.70817 -0.91176 -0.6 -0.5 -0.1 0.01
H -0.01934 -2.00848 2.39906 -0.1 0.1 -0.6 0.06
H -2.19083 -1.51378 -1.39199 -0.1 0.0 0.0 0.08
H -1.23233 -0.19088 1.06868 -0.5 -0.3 -0.1 0.14
O -0.11880 0.77980 -0.32066 -0.1 0.1 0.6 -0.09
C 1.21627 -1.44362 0.78867 1.3 -1.0 0.0 -0.29
H 1.44676 -1.77624 2.92511 0.5 0.3 -0.8 0.07
H 1.56190 -0.40986 0.76615 -0.2 0.1 0.4 0.10
H -2.98479 -0.06075 -0.74732 -0.3 -0.2 0.3 0.07
O 0.95628 4.28444 -1.21665 -0.1 0.0 -0.5 -0.04
C -0.95116 -0.38149 0.03185 1.7 0.5 -1.8 -0.37
H 2.05168 -2.03274 0.39107 -0.1 0.2 -0.3 0.11
C -2.03639 -0.49336 -1.04735 -0.4 0.5 0.5 -0.05
```
Forces are in eV/Å.

Results
- Multiplicity: 1
- Orbital gap: 0.35767 hartree
- Structure (SMILES): C[C@H](O)CCN.O
- Highest occupied orbital energy: -9.015 eV
- Molecular weight: 107.15 g mol⁻¹

=====

DFT total energy list, top to bottom, in eV: -167272.7744, -40637.8577, -9942.9848
ΔE to the lowest compared entry with this formula, charge and spin list, top to bottom, in kJ/mol: 0.0, 0.0, 116.9